Arrangement A

This record from the Open Molecules 2025 dataset describes C21H32N4O3 in the gas phase. The level of theory is ωB97M-V/def2-TZVPD.

E_LUMO = 0.746 eV
Orbital gap = 10.0460 eV
SMILES string = CCCCC/C=C/CC(=O)N1CC[C@@H]2C[C@]2(C(=O)NCc2nc(C)no2)CC1
2S+1 = 1

Last column: Löwdin charge in e.
Geometry (Å):
1 C -7.258 1.465 -2.162  -0.12
2 C -5.759 1.688 -2.314  -0.28
3 C -4.931 0.602 -1.640  -0.24
4 C -3.430 0.813 -1.789  -0.22
5 C -2.613 -0.281 -1.104  -0.21
6 C -1.120 -0.126 -1.249  -0.11
7 C -0.442 0.987 -0.998  -0.09
8 C 1.047 1.094 -1.164  -0.09
9 C 1.673 1.987 -0.099  -0.47
10 O 1.002 2.825 0.486  0.05
11 N 2.996 1.817 0.174  -0.05
12 C 3.634 2.707 1.146  -0.13
13 C 4.703 1.984 1.959  -0.14
14 C 4.167 0.745 2.625  -0.19
15 C 4.968 -0.523 2.690  -0.02
16 C 3.769 -0.460 1.798  -0.30
17 C 2.544 -1.189 2.297  -0.44
18 O 2.570 -2.255 2.878  0.10
19 N 1.372 -0.552 2.007  0.10
20 C 0.106 -1.206 2.189  -0.07
21 C -0.213 -2.182 1.098  -0.35
22 N -1.315 -2.833 0.929  0.21
23 C -1.048 -3.563 -0.207  -0.42
24 C -2.028 -4.493 -0.823  -0.01
25 N 0.138 -3.371 -0.699  0.15
26 O 0.710 -2.444 0.179  0.01
27 C 3.902 -0.515 0.272  -0.06
28 C 3.848 0.832 -0.474  -0.13
29 H -7.834 2.252 -2.650  0.07
30 H -7.558 0.512 -2.601  0.07
31 H -7.544 1.447 -1.108  0.07
32 H -5.499 1.731 -3.377  0.11
33 H -5.486 2.661 -1.894  0.11
34 H -5.188 0.559 -0.575  0.12
35 H -5.204 -0.373 -2.058  0.12
36 H -3.166 0.848 -2.851  0.12
37 H -3.158 1.788 -1.375  0.11
38 H -2.877 -0.319 -0.042  0.11
39 H -2.908 -1.252 -1.512  0.10
40 H -0.568 -1.003 -1.579  0.10
41 H -0.942 1.890 -0.665  0.11
42 H 1.489 0.097 -1.176  0.10
43 H 1.287 1.558 -2.129  0.14
44 H 4.070 3.569 0.629  0.13
45 H 2.848 3.086 1.796  0.12
46 H 5.562 1.728 1.335  0.11
47 H 5.080 2.676 2.714  0.12
48 H 3.519 0.936 3.475  0.15
49 H 5.938 -0.521 2.207  0.12
50 H 4.892 -1.145 3.571  0.11
51 H 1.407 0.349 1.562  0.12
52 H 0.103 -1.749 3.135  0.14
53 H -0.690 -0.464 2.222  0.14
54 H -1.616 -4.928 -1.730  0.08
55 H -2.275 -5.289 -0.121  0.08
56 H -2.949 -3.960 -1.057  0.08
57 H 4.825 -1.030 -0.001  0.12
58 H 3.090 -1.145 -0.100  0.10
59 H 3.516 0.668 -1.497  0.12
60 H 4.843 1.268 -0.557  0.12

***

Arrangement B

This record from the Open Molecules 2025 dataset describes C21H32N4O3 in the gas phase. The level of theory is ωB97M-V/def2-TZVPD.

E_LUMO = 0.673 eV
Orbital gap = 8.6639 eV
SMILES string = CCOC(=O)N1CCN([C@H]2CCCN(C(=O)c3ccccc3N(C)C)C2)CC1
2S+1 = 1

Last column: Löwdin charge in e.
Geometry (Å):
1 C -4.691 7.135 0.474  -0.06
2 C -4.723 5.739 1.080  -0.22
3 H -5.671 5.238 0.869  0.12
4 H -4.563 5.795 2.161  0.12
5 O -3.728 4.893 0.507  -0.02
6 C -2.477 5.032 1.015  -0.54
7 O -2.206 5.754 1.947  0.09
8 N -1.569 4.294 0.339  -0.04
9 C -1.896 3.294 -0.651  -0.11
10 H -1.233 3.435 -1.511  0.13
11 C -1.661 1.898 -0.065  -0.16
12 N -0.275 1.796 0.346  -0.13
13 C 0.002 2.760 1.395  -0.16
14 H -0.649 2.616 2.275  0.13
15 C -0.221 4.170 0.845  -0.11
16 H 0.477 4.352 0.022  0.13
17 H -0.079 4.918 1.625  0.12
18 H 1.041 2.657 1.709  0.13
19 C 0.226 0.458 0.606  -0.29
20 C -0.615 -0.405 1.561  -0.14
21 C 0.078 -1.748 1.773  -0.16
22 H -0.528 -2.392 2.412  0.11
23 C 0.315 -2.443 0.429  -0.15
24 N 1.066 -1.581 -0.450  -0.03
25 C 2.354 -1.769 -0.826  -0.45
26 O 2.991 -0.906 -1.407  0.06
27 C 2.958 -3.095 -0.482  -0.10
28 C 4.022 -3.081 0.407  -0.02
29 C 4.628 -4.255 0.816  -0.09
30 C 4.165 -5.458 0.315  -0.08
31 C 3.128 -5.487 -0.599  -0.02
32 C 2.509 -4.311 -1.032  -0.21
33 N 1.431 -4.324 -1.911  -0.20
34 C 1.458 -3.469 -3.079  -0.05
35 H 0.457 -3.077 -3.270  0.09
36 H 2.139 -2.637 -2.939  0.08
37 H 1.785 -4.030 -3.965  0.09
38 C 0.757 -5.575 -2.165  -0.09
39 H 1.311 -6.236 -2.846  0.09
40 H -0.207 -5.350 -2.622  0.09
41 H 0.579 -6.097 -1.226  0.09
42 H 2.812 -6.439 -0.993  0.10
43 H 4.624 -6.386 0.623  0.10
44 H 5.448 -4.230 1.517  0.10
45 H 4.360 -2.129 0.789  0.12
46 C 0.425 -0.311 -0.710  -0.08
47 H 1.066 0.262 -1.381  0.13
48 H -0.536 -0.502 -1.198  0.13
49 H 0.854 -3.376 0.580  0.12
50 H -0.649 -2.669 -0.044  0.13
51 H 1.041 -1.590 2.263  0.12
52 H -0.741 0.107 2.517  0.12
53 H -1.605 -0.573 1.130  0.11
54 H 1.222 0.586 1.047  0.15
55 H -2.358 1.752 0.780  0.13
56 H -1.872 1.151 -0.830  0.12
57 H -2.932 3.415 -0.961  0.12
58 H -5.501 7.730 0.887  0.08
59 H -4.802 7.080 -0.606  0.08
60 H -3.744 7.614 0.709  0.07

***

arrangement B is the most stable structure; the next one sits 145.0 kJ/mol above it.